# CH2BrNOS

A cluster of 2 separate species, CH2BrNOS in total at a distorted geometry (the ωB97M-V functional and the def2-TZVPD basis, the Open Molecules 2025 dataset).

Summary:
Orbital gap (spin up / spin down) (eV): 8.0683 / 8.0678
Energy (Ha): -3141.41028

Each atom is followed by the atoms it is bonded to, with distances in Å.
Element x y z (Å)
1 Br 0.843 -2.700 0.631  S2 2.403
2 S 1.230 -0.335 0.450  Br1 2.403, N4 1.568, H7 1.452
3 O -2.567 -1.559 0.419  C5 1.139
4 N 0.168 0.560 1.178  S2 1.568, H6 0.994
5 C -1.770 -1.071 -0.232  O3 1.139
6 H -0.383 1.292 0.792  N4 0.994
7 H 1.030 -0.060 -0.962  S2 1.452

Atom charges from the natural (NBO) analysis, given in e for atoms 1 to 2:
1. Br -0.30
2. S 0.84